[1]
190
Properties=species:S:1:pos:R:3 method="wB97M-V/def2-TZVPD" lumo_energy_ev=0.562 e_homo_ev=-7.908 total_energy_ha=-3143.0990 e_above_lowest_kj_mol=0.0 total_charge=0
N 4.18 0.04 -4.22
C 3.45 0.48 -3.14
C 2.14 0.46 -3.52
C 2.07 0.01 -4.87
C 3.35 -0.17 -5.29
H 5.17 -0.10 -4.22
H 3.95 0.75 -2.23
H 1.32 0.75 -2.88
H 1.14 -0.06 -5.42
H 3.74 -0.49 -6.24
N 0.65 1.16 0.13
C -0.40 1.51 -0.66
C -0.97 0.36 -1.15
C -0.22 -0.75 -0.61
C 0.77 -0.20 0.15
H 1.26 1.83 0.63
H -0.65 2.55 -0.81
H -1.83 0.32 -1.79
H -0.40 -1.79 -0.85
H 1.61 -0.69 0.63
N -3.45 6.02 0.44
C -3.07 5.00 -0.37
C -1.88 5.34 -0.94
C -1.50 6.61 -0.43
C -2.49 7.00 0.42
H -4.34 6.14 0.88
H -3.80 4.24 -0.62
H -1.37 4.75 -1.68
H -0.57 7.10 -0.69
H -2.63 7.90 1.00
N -3.03 1.49 -4.00
C -4.37 1.65 -4.18
C -4.72 2.88 -3.68
C -3.51 3.55 -3.31
C -2.50 2.65 -3.53
H -2.47 0.70 -4.29
H -5.01 0.92 -4.64
H -5.67 3.35 -3.85
H -3.32 4.54 -2.97
H -1.43 2.77 -3.40
N -3.81 -1.82 -4.29
C -3.34 -1.30 -5.47
C -1.97 -1.29 -5.35
C -1.60 -1.88 -4.12
C -2.78 -2.15 -3.46
H -4.78 -1.87 -4.05
H -4.02 -1.06 -6.27
H -1.33 -0.99 -6.17
H -0.61 -2.10 -3.75
H -2.98 -2.53 -2.48
N -0.87 -1.42 2.69
C -0.94 -2.74 3.09
C -1.30 -2.76 4.41
C -1.44 -1.42 4.84
C -1.15 -0.62 3.76
H -0.58 -1.01 1.81
H -0.77 -3.55 2.40
H -1.35 -3.67 4.99
H -1.66 -1.04 5.82
H -1.06 0.45 3.70
N 2.01 -2.80 -2.76
C 1.53 -4.08 -2.69
C 1.91 -4.63 -1.49
C 2.56 -3.59 -0.77
C 2.63 -2.48 -1.56
H 2.03 -2.22 -3.58
H 1.07 -4.51 -3.56
H 1.58 -5.58 -1.12
H 2.94 -3.69 0.23
H 3.04 -1.50 -1.39
N -1.66 4.27 2.38
C -1.86 2.95 2.66
C -2.25 2.86 3.96
C -2.30 4.18 4.49
C -1.96 5.03 3.48
H -1.60 4.69 1.47
H -1.85 2.22 1.86
H -2.62 1.99 4.49
H -2.55 4.44 5.51
H -1.86 6.10 3.44
C 3.54 -1.55 5.32
C 3.76 -2.85 4.56
N 5.04 -2.88 3.86
C 5.21 -1.80 2.89
C 4.32 -1.88 1.63
C 5.24 -4.19 3.26
C 6.69 -4.44 2.84
H 4.44 -1.15 5.77
H 2.75 -1.74 6.06
H 3.07 -0.78 4.71
H 3.73 -3.70 5.23
H 2.91 -2.98 3.87
H 5.04 -0.84 3.38
H 6.27 -1.82 2.59
H 4.30 -0.90 1.15
H 4.71 -2.65 0.97
H 3.28 -2.08 1.89
H 4.54 -4.36 2.43
H 4.97 -4.95 3.99
H 7.36 -4.17 3.66
H 6.97 -3.83 1.98
H 6.89 -5.49 2.65
C 1.77 4.08 -2.65
C 3.16 4.57 -3.02
N 3.78 5.43 -2.00
C 5.21 5.55 -2.28
C 6.02 4.32 -1.93
C 3.18 6.77 -2.07
C 3.50 7.66 -0.89
H 1.02 4.86 -2.70
H 1.76 3.65 -1.64
H 1.59 3.21 -3.29
H 3.82 3.73 -3.21
H 3.07 5.17 -3.95
H 5.33 5.89 -3.33
H 5.64 6.37 -1.69
H 6.06 4.23 -0.84
H 5.53 3.39 -2.22
H 7.02 4.37 -2.34
H 2.09 6.66 -2.09
H 3.46 7.24 -3.03
H 4.56 7.93 -0.83
H 3.26 7.16 0.05
H 3.01 8.63 -0.97
C -3.21 -9.51 -0.72
C -4.06 -8.28 -0.43
N -3.46 -7.00 -0.75
C -4.33 -5.92 -0.30
C -5.65 -5.85 -1.03
C -2.10 -6.86 -0.20
C -1.35 -5.68 -0.77
H -2.33 -9.54 -0.07
H -2.86 -9.55 -1.76
H -3.78 -10.41 -0.49
H -4.94 -8.35 -1.08
H -4.45 -8.38 0.60
H -4.45 -5.99 0.80
H -3.81 -4.97 -0.41
H -6.21 -4.96 -0.73
H -5.51 -5.90 -2.11
H -6.28 -6.70 -0.74
H -1.56 -7.75 -0.52
H -2.13 -6.78 0.90
H -0.29 -5.69 -0.52
H -1.68 -4.70 -0.41
H -1.39 -5.69 -1.86
C -5.87 0.64 2.06
C -4.98 -0.60 2.20
N -4.85 -1.42 0.98
C -4.50 -0.64 -0.20
C -4.68 -1.43 -1.49
C -3.84 -2.45 1.22
C -4.19 -3.50 2.25
H -6.89 0.35 1.80
H -5.45 1.36 1.35
H -5.85 1.19 3.00
H -3.97 -0.30 2.55
H -5.47 -1.21 2.96
H -3.46 -0.25 -0.12
H -5.17 0.20 -0.25
H -5.74 -1.40 -1.76
H -4.44 -2.49 -1.41
H -4.09 -0.98 -2.29
H -3.52 -2.91 0.28
H -2.90 -1.94 1.50
H -4.36 -3.10 3.25
H -5.11 -4.01 1.95
H -3.43 -4.29 2.26
C 4.32 1.79 0.44
C 3.81 2.19 1.82
N 2.50 2.84 1.79
C 2.65 4.19 1.24
C 1.32 4.87 0.99
C 1.93 2.94 3.13
C 1.75 1.57 3.81
H 4.65 2.65 -0.13
H 3.65 1.18 -0.18
H 5.21 1.16 0.58
H 3.78 1.29 2.43
H 4.57 2.85 2.26
H 3.24 4.84 1.91
H 3.19 4.19 0.29
H 0.81 4.99 1.94
H 1.46 5.84 0.50
H 0.66 4.33 0.29
H 0.93 3.35 3.00
H 2.50 3.59 3.81
H 2.67 1.33 4.35
H 1.53 0.76 3.11
H 0.93 1.63 4.52


[2]
209
Properties=species:S:1:pos:R:3 method="wB97M-V/def2-TZVPD" lumo_energy_ev=0.279 e_homo_ev=-9.374 total_energy_ha=-8016.5611 total_charge=0
Cl 4.09 -2.22 -2.86
C 5.00 -2.25 -4.42
C 6.44 -1.97 -4.13
Cl 7.22 -3.29 -3.25
H 4.51 -1.53 -5.10
H 4.84 -3.22 -4.88
H 6.63 -1.00 -3.66
H 6.98 -1.99 -5.09
Cl -2.76 -2.17 -2.46
C -2.65 -2.31 -4.20
C -3.17 -3.66 -4.70
Cl -2.18 -5.01 -4.17
H -1.62 -2.18 -4.48
H -3.25 -1.53 -4.67
H -3.17 -3.68 -5.80
H -4.22 -3.80 -4.42
Cl 7.00 -4.93 1.05
C 6.12 -3.49 0.43
C 5.40 -2.65 1.52
Cl 6.59 -1.99 2.60
H 5.41 -3.97 -0.21
H 6.84 -2.91 -0.17
H 4.69 -3.30 2.10
H 4.82 -1.83 1.08
Cl -1.21 -0.69 1.26
C -1.10 0.34 -0.18
C 0.33 0.41 -0.73
Cl 0.91 -1.16 -1.40
H -1.38 1.36 0.09
H -1.78 -0.07 -0.95
H 1.04 0.70 0.05
H 0.37 1.07 -1.60
Cl -1.19 3.57 4.85
C 0.38 4.28 4.28
C 0.12 5.41 3.34
Cl 1.69 6.07 2.82
H 0.95 3.52 3.74
H 0.91 4.63 5.18
H -0.37 6.27 3.77
H -0.43 5.08 2.44
C 0.97 1.03 -4.26
C 2.17 1.69 -3.63
C 3.21 1.39 -4.72
O 2.59 0.87 -5.88
C 1.17 1.08 -5.77
H -0.02 1.45 -4.12
H 0.88 0.02 -3.85
H 2.52 1.26 -2.70
H 2.06 2.76 -3.43
H 3.93 0.60 -4.45
H 3.70 2.34 -4.95
H 0.68 0.23 -6.25
H 0.86 2.02 -6.25
C -2.30 -1.98 5.95
C -2.30 -1.37 4.52
C -1.94 0.07 4.77
O -1.06 0.06 5.94
C -1.77 -0.83 6.82
H -1.64 -2.84 5.94
H -3.28 -2.27 6.28
H -3.22 -1.52 3.98
H -1.46 -1.79 3.89
H -2.79 0.73 5.04
H -1.41 0.60 3.94
H -2.66 -0.37 7.27
H -1.04 -1.07 7.59
C -4.52 1.78 -1.57
C -4.22 1.71 -3.05
C -5.48 1.15 -3.68
O -6.11 0.42 -2.65
C -5.42 0.53 -1.41
H -5.10 2.69 -1.34
H -3.64 1.74 -0.91
H -3.36 1.10 -3.29
H -3.91 2.69 -3.46
H -5.28 0.53 -4.55
H -6.15 1.90 -4.12
H -4.77 -0.33 -1.23
H -6.13 0.63 -0.57
C 1.70 0.98 3.05
C 2.74 1.45 4.06
C 3.86 0.42 4.02
O 3.53 -0.52 3.01
C 2.11 -0.50 2.80
H 1.72 1.60 2.15
H 0.72 1.03 3.52
H 2.27 1.46 5.06
H 3.09 2.48 3.83
H 4.09 -0.12 5.00
H 4.84 0.82 3.73
H 1.64 -1.16 3.56
H 2.02 -0.97 1.82
C -4.53 3.85 3.03
C -4.43 3.16 1.63
C -3.26 3.90 0.89
O -2.76 4.88 1.80
C -3.84 5.20 2.71
H -3.98 3.33 3.80
H -5.60 3.97 3.33
H -5.38 3.31 1.17
H -4.29 2.10 1.73
H -3.66 4.45 0.00
H -2.50 3.17 0.54
H -4.55 5.86 2.23
H -3.32 5.76 3.49
C 1.39 -3.60 5.05
C 2.77 -3.80 4.40
C 3.77 -3.16 5.38
O 2.99 -2.09 5.98
C 1.59 -2.52 6.10
H 0.91 -4.51 5.44
H 0.79 -3.17 4.23
H 2.73 -3.21 3.47
H 3.06 -4.82 4.21
H 4.65 -2.72 4.93
H 4.09 -3.87 6.16
H 1.00 -1.59 5.95
H 1.36 -2.88 7.10
C 5.41 0.99 0.51
C 5.86 0.33 -0.77
C 5.37 1.35 -1.80
O 4.29 2.09 -1.18
C 4.06 1.61 0.12
H 6.11 1.80 0.76
H 5.38 0.37 1.40
H 5.37 -0.62 -0.94
H 6.91 0.08 -0.78
H 5.00 0.78 -2.65
H 6.14 2.09 -2.06
H 3.28 0.82 0.19
H 3.70 2.43 0.74
C 1.15 5.45 -6.16
C 0.80 5.34 -7.63
C -0.64 5.75 -7.64
O -1.17 5.10 -6.47
C -0.17 5.00 -5.51
H 1.41 6.50 -5.90
H 1.90 4.78 -5.78
H 0.86 4.34 -7.98
H 1.43 5.94 -8.29
H -1.19 5.28 -8.45
H -0.83 6.86 -7.58
H -0.09 3.95 -5.24
H -0.48 5.58 -4.60
C -2.99 -4.07 2.16
C -3.38 -3.64 0.76
C -4.46 -2.54 1.02
O -4.60 -2.43 2.45
C -4.18 -3.71 2.99
H -2.10 -3.55 2.50
H -2.80 -5.14 2.14
H -3.81 -4.48 0.22
H -2.51 -3.30 0.21
H -5.46 -2.77 0.60
H -4.13 -1.57 0.60
H -4.98 -4.42 2.84
H -3.97 -3.64 4.06
C -5.69 0.62 5.88
C -6.77 -0.07 6.63
C -7.97 -0.13 5.69
O -7.50 0.30 4.39
C -6.05 0.14 4.45
H -4.63 0.36 5.99
H -5.78 1.71 5.94
H -7.10 0.33 7.59
H -6.50 -1.10 6.96
H -8.76 0.61 5.93
H -8.42 -1.14 5.58
H -5.51 0.68 3.64
H -5.84 -0.93 4.26
C 2.13 -3.92 0.56
C 0.77 -4.31 1.15
C 0.27 -5.53 0.33
O 1.44 -5.94 -0.48
C 2.20 -4.75 -0.75
H 2.92 -4.27 1.24
H 2.27 -2.82 0.42
H 0.11 -3.44 1.00
H 0.75 -4.51 2.22
H -0.45 -5.15 -0.39
H -0.02 -6.45 0.84
H 1.78 -4.12 -1.55
H 3.21 -5.08 -1.03
C 1.71 -4.44 -5.06
C 1.64 -2.91 -5.27
C 2.14 -2.75 -6.74
O 2.99 -3.88 -6.95
C 2.19 -4.95 -6.40
H 0.77 -4.90 -4.77
H 2.40 -4.69 -4.27
H 2.25 -2.33 -4.58
H 0.65 -2.49 -5.20
H 2.71 -1.83 -6.87
H 1.37 -2.73 -7.54
H 2.81 -5.83 -6.40
H 1.32 -5.12 -7.04
C 1.46 4.90 -0.84
C 0.54 5.07 -2.08
C -0.66 4.22 -1.67
O -0.17 3.18 -0.70
C 1.17 3.45 -0.36
H 1.17 5.62 -0.07
H 2.54 5.02 -1.08
H 1.08 4.50 -2.85
H 0.25 6.05 -2.33
H -1.25 3.57 -2.34
H -1.39 4.84 -1.17
H 1.73 2.65 -0.86
H 1.40 3.41 0.73